Below is a structure of composition C50H58F2N9O10S2 in a non-equilibrium geometry, with properties calculated with ωB97M-V with the def2-TZVPD basis set.

Structure (XYZ):
```
131
C50H58F2N9O10S2, DFT ωB97M-V with the def2-TZVPD basis set
C 0.49808 2.36927 5.75763
N 1.96738 2.51893 5.67160
C 2.60636 2.05021 4.53251
C 3.92933 2.34326 4.31886
C 4.68652 3.08894 5.25706
C 3.99099 3.45575 6.41278
C 2.63326 3.18725 6.61467
C 6.07033 3.47958 5.03673
C 6.96837 2.68159 4.30653
C 8.27792 3.00762 4.05765
N 8.74685 4.20381 4.47239
C 7.89199 5.03751 5.13014
C 6.53844 4.74333 5.43460
C 10.11279 4.54396 4.23573
H 0.20246 1.59061 5.06387
H 0.00207 3.29144 5.45916
H 0.18324 2.13339 6.76436
H 2.01691 1.47233 3.80890
H 4.34648 1.97491 3.38594
H 4.46593 3.89147 7.27642
H 2.09600 3.49309 7.51880
H 6.60904 1.72598 3.96433
H 8.96280 2.33326 3.57296
H 8.41385 5.95667 5.37664
H 5.92272 5.47912 5.94831
H 10.70592 4.14434 5.06104
H 10.26206 5.62008 4.15579
H 10.50108 4.04812 3.35048
C 5.83206 -4.27880 -3.03809
N 5.12348 -4.18860 -1.73678
C 5.73213 -4.59474 -0.60280
C 5.05350 -4.61538 0.60396
C 3.74174 -4.18956 0.67447
C 3.21262 -3.62484 -0.48411
C 3.92238 -3.59175 -1.66908
C 2.91750 -4.35623 1.90152
C 2.34147 -3.29579 2.60472
C 1.57418 -3.57775 3.70324
N 1.37030 -4.85639 4.11150
C 1.92578 -5.85306 3.43619
C 2.73083 -5.64665 2.32264
C 0.52519 -5.07982 5.27271
H 6.68899 -4.92994 -2.97535
H 6.04037 -3.28793 -3.41448
H 5.13312 -4.78145 -3.70135
H 6.74337 -4.97531 -0.70232
H 5.53522 -5.03492 1.47419
H 2.21248 -3.17671 -0.44765
H 3.61016 -3.09394 -2.58119
H 2.37458 -2.27812 2.21799
H 1.04207 -2.81047 4.26370
H 1.68098 -6.84861 3.78855
H 3.15767 -6.49620 1.82162
H 1.16823 -5.51360 6.03248
H -0.28532 -5.74131 4.98356
H 0.11180 -4.14506 5.59126
C -0.94112 -3.14614 -2.84423
N -0.27613 -2.17216 -3.72244
C 0.29108 -1.07746 -3.19387
C 1.01260 -0.21277 -3.98721
C 1.10265 -0.43677 -5.36068
C 0.35659 -1.51907 -5.85650
C -0.34651 -2.36565 -5.03854
C 1.82737 0.49055 -6.20870
C 1.52411 1.82983 -6.29792
C 2.06847 2.59566 -7.28050
N 3.04170 2.13805 -8.07718
C 3.43560 0.84712 -7.99249
C 2.83677 0.02706 -7.03585
C 3.56154 2.99290 -9.21616
H -1.56476 -2.62919 -2.11200
H -0.16626 -3.72994 -2.35688
H -1.61619 -3.73652 -3.44398
H 0.09074 -0.90782 -2.14431
H 1.31814 0.70695 -3.47195
H 0.24150 -1.67651 -6.91911
H -1.00211 -3.15247 -5.37222
H 0.75535 2.24794 -5.64998
H 1.79875 3.62851 -7.45512
H 4.17641 0.54623 -8.73397
H 3.15375 -1.00972 -6.98742
H 3.36958 2.48019 -10.14737
H 4.60853 3.20176 -9.02462
H 3.07316 3.95907 -9.21547
C -12.69328 4.36218 -0.72297
N -11.69924 3.29662 -0.42800
C -10.55320 3.61136 0.21639
C -9.58490 2.66299 0.54097
C -9.72660 1.35467 0.08796
C -10.93809 1.06872 -0.58698
C -11.91239 2.02441 -0.82525
C -8.69001 0.39585 0.31763
C -8.02480 -0.12376 -0.78475
C -6.89141 -0.93887 -0.54655
N -6.43293 -1.16811 0.73385
C -7.14023 -0.72269 1.79210
C -8.26851 0.06232 1.57282
C -5.21879 -1.94106 0.87551
H -13.52245 3.91109 -1.23755
H -12.20061 5.10719 -1.34300
H -13.08092 4.76917 0.19541
H -10.47269 4.65721 0.49545
H -8.68354 2.96685 1.07208
H -11.16657 0.07183 -0.96012
H -12.84599 1.79387 -1.34253
H -8.33590 0.19856 -1.77808
H -6.23420 -1.35746 -1.32317
H -6.73942 -0.96317 2.77033
H -8.82690 0.47126 2.40888
H -4.76927 -2.14483 -0.08293
H -5.34844 -2.78399 1.53383
H -4.50074 -1.30017 1.39728
N 0.11048 -1.69679 0.66046
S -0.97504 -2.70061 1.14008
O -2.24362 -2.35158 0.52730
O -0.97612 -2.75266 2.60291
F -0.49753 -4.08003 0.50323
S -0.02064 -0.11939 1.04501
O 0.21060 -0.04543 2.48471
O -1.34599 0.29118 0.61951
F 1.23076 0.47789 0.24810
O 0.54265 1.84643 -1.72554
C -0.36012 2.98500 -2.68119
O 0.42251 3.40388 -3.53419
O -1.48130 2.98910 -2.26686
H -0.21702 1.78491 -1.17745
O -4.01699 0.73165 -1.58586
C -3.83677 0.21119 -3.04504
O -2.96828 -0.73594 -3.08990
O -4.50205 0.81059 -3.81053
H -3.13084 0.68605 -1.21369
```

## Properties
* charge: +5
* ΔE to the lowest compared entry with this formula, charge and spin: 67.7 kcal/mol
* E_HOMO: -14.21 eV
* largest force on an atom: 4.55 eV/Å

Löwdin atomic charge list, values in e, 2 entries: C 0.05; N -0.07